1.
{"formula": "C37H72IrN4O7P2Si2", "method": "wB97M-V/def2-TZVPD", "charge": 1, "symbols": ["Ir", "C", "C", "C", "O", "P", "O", "C", "P", "O", "O", "C", "C", "C", "O", "C", "C", "C", "O", "C", "C", "C", "H", "H", "H", "H", "H", "H", "H", "H", "H", "H", "H", "H", "H", "H", "H", "H", "H", "H", "H", "H", "H", "H", "H", "H", "H", "H", "H", "H", "H", "H", "C", "Si", "C", "C", "C", "Si", "C", "C", "C", "H", "H", "H", "H", "H", "H", "H", "H", "H", "H", "H", "H", "H", "H", "H", "H", "H", "H", "H", "C", "C", "C", "C", "C", "C", "N", "H", "H", "H", "H", "H", "H", "H", "H", "N", "C", "N", "C", "C", "C", "C", "C", "C", "H", "H", "H", "H", "H", "H", "C", "N", "C", "C", "C", "O", "H", "H", "H", "H", "H", "H", "H", "H", "H"], "xyz": [[-0.72662, -0.27135, -0.63133], [0.80961, -1.65611, 5.59032], [-0.42386, -2.14981, 4.86485], [-0.32840, -3.60298, 4.44459], [-0.77749, -1.34126, 3.69798], [0.11017, -0.60827, 2.63996], [-0.71101, -0.08817, 1.50751], [1.36396, -1.70576, 2.02102], [2.32148, -0.87884, 0.76933], [1.40303, -0.34239, -0.29069], [3.39234, -1.92881, 0.30953], [3.36415, -2.64089, -0.96673], [3.82737, -4.05455, -0.69588], [4.23036, -1.89177, -1.95608], [3.11240, 0.29705, 1.38727], [4.37823, 0.37588, 2.10458], [4.49341, -0.70754, 3.15364], [5.51866, 0.39600, 1.10987], [0.90738, 0.51985, 3.37144], [0.27716, 1.83393, 3.64893], [0.42460, 2.10197, 5.12896], [0.94947, 2.84784, 2.75867], [0.91681, -2.23384, 6.50837], [0.73347, -0.60497, 5.85231], [1.71874, -1.79730, 5.00384], [-1.28893, -2.01989, 5.51773], [0.56422, -3.79004, 3.84755], [-1.19843, -3.89668, 3.86158], [-0.28090, -4.23381, 5.33149], [0.83880, -2.52576, 1.51159], [1.99998, -2.10308, 2.80911], [2.32649, -2.65729, -1.30116], [4.84308, -4.05675, -0.30147], [3.81716, -4.62650, -1.62311], [3.16608, -4.54516, 0.01694], [5.27999, -1.93517, -1.66575], [3.94086, -0.84180, -2.01758], [4.13255, -2.34148, -2.94416], [4.30776, 1.34684, 2.59777], [4.50880, -1.70023, 2.70160], [3.67393, -0.64301, 3.86943], [5.42737, -0.57553, 3.69837], [5.64496, -0.57827, 0.64004], [6.44319, 0.65561, 1.62391], [5.33304, 1.14148, 0.33850], [-0.77881, 1.76087, 3.38045], [1.46717, 2.00435, 5.43341], [-0.18177, 1.42036, 5.72460], [0.09988, 3.11826, 5.34528], [2.02837, 2.84089, 2.92768], [0.56769, 3.84425, 2.98067], [0.75159, 2.63500, 1.70725], [-2.70838, 2.69201, 1.41208], [-2.01992, 3.44338, -0.18954], [-3.29574, 3.15317, -1.57417], [-1.91783, 5.30630, 0.04784], [-0.41068, 2.70787, -0.61168], [1.07173, 3.45987, -1.35055], [1.02770, 5.33352, -1.17931], [1.26263, 3.09361, -3.22381], [2.65286, 2.81522, -0.52011], [-3.75702, 2.96426, 1.57218], [-2.14301, 3.06448, 2.26630], [-2.63293, 1.60555, 1.40790], [-4.27534, 3.58808, -1.34516], [-3.42821, 2.09321, -1.72857], [-2.93992, 3.59485, -2.50445], [-2.88938, 5.67069, 0.39440], [-1.67880, 5.83073, -0.87426], [-1.17773, 5.58384, 0.79602], [-0.23558, 1.60543, -0.44437], [0.31538, 5.78411, -1.86829], [2.01562, 5.73856, -1.41410], [0.76882, 5.65156, -0.17298], [0.30980, 2.81312, -3.66974], [1.98291, 2.29433, -3.40859], [1.63293, 3.97507, -3.75467], [2.89657, 3.39963, 0.36842], [3.50958, 2.87648, -1.19961], [2.53098, 1.78025, -0.21324], [-2.48990, -2.53254, 1.42674], [-1.36523, -3.01295, 0.56232], [-0.75657, -4.24414, 0.62376], [0.04288, -4.37272, -0.53087], [-0.10410, -3.21872, -1.26540], [0.36109, -3.01765, -2.67397], [-0.94570, -2.34193, -0.58559], [-3.36634, -3.16729, 1.26533], [-2.77582, -1.50768, 1.21380], [-2.24739, -2.57829, 2.48308], [-0.94764, -5.00260, 1.36546], [0.59226, -5.24650, -0.84374], [0.39437, -3.98643, -3.17198], [1.35620, -2.57535, -2.77432], [-0.32289, -2.38514, -3.24145], [1.09387, -0.03324, -4.32129], [0.98724, -0.07597, -2.99160], [-0.26463, 0.02776, -2.58499], [-1.02758, 0.19163, -3.75196], [-2.38403, 0.43557, -3.95167], [-2.82740, 0.57325, -5.24817], [-1.95204, 0.48416, -6.34021], [-0.60461, 0.27643, -6.16089], [-0.16501, 0.14300, -4.84910], [1.96067, -0.05290, -4.83048], [1.82272, -0.18581, -2.33021], [-3.05143, 0.54966, -3.12332], [-3.87574, 0.76549, -5.43258], [-2.34186, 0.60465, -7.34070], [0.07798, 0.23465, -6.99713], [-5.94208, -1.35516, -1.54274], [-4.84220, -0.65381, -0.89439], [-5.20679, 0.33341, 0.12057], [-3.58825, -0.88055, -1.24138], [-3.33592, -1.95230, -2.25338], [-2.68079, -0.18702, -0.67311], [-6.86487, -1.04987, -1.05871], [-5.84299, -2.43496, -1.44044], [-6.00889, -1.10220, -2.60121], [-5.71650, -0.17045, 0.94302], [-5.87422, 1.07359, -0.31604], [-4.32127, 0.82888, 0.49294], [-3.85141, -1.72900, -3.18546], [-3.70900, -2.90586, -1.87925], [-2.27479, -2.04765, -2.43126]]}

2.
{"formula": "C2H3BrN2S", "method": "wB97M-V/def2-TZVPD", "charge": 0, "symbols": ["C", "C", "N", "N", "S", "Br", "H", "H", "H"], "xyz": [[-0.71947, 0.17897, -0.42184], [1.78174, -0.13873, 0.65536], [-0.07744, 1.35391, -0.16007], [0.99760, 1.52564, 0.26796], [0.56149, -1.25826, 0.11370], [3.45015, 0.04165, -0.27907], [-1.52642, -0.04205, 0.23266], [-1.14351, 0.20123, -1.41295], [2.23501, -0.14025, 1.70530]]}

3.
{"formula": "C3H2BiFO2", "method": "wB97M-V/def2-TZVPD", "s2": 0.756, "charge": 3, "spin_multiplicity": 2, "symbols": ["O", "H", "O", "C", "C", "C", "F", "Bi", "H"], "xyz": [[-1.34012, -0.52083, 0.29412], [2.52665, 0.41141, -0.24852], [1.19700, -0.03075, 1.20847], [1.47605, 0.34922, 0.08534], [0.41710, 0.55087, -0.98632], [-0.80039, -0.31687, -0.74359], [0.92990, 0.39529, -2.22074], [-0.51237, -0.37609, 2.25161], [0.08501, 1.60829, -0.81194]]}

4.
{"formula": "C22H48BN3O8PSi2", "method": "wB97M-V/def2-TZVPD", "charge": -1, "symbols": ["C", "C", "P", "C", "Si", "O", "Si", "B", "C", "O", "C", "C", "C", "N", "C", "C", "C", "O", "O", "H", "H", "H", "H", "H", "H", "H", "H", "H", "H", "H", "H", "H", "H", "H", "H", "H", "H", "C", "O", "C", "C", "N", "C", "C", "O", "C", "H", "H", "H", "H", "H", "H", "H", "H", "H", "H", "H", "H", "H", "H", "H", "C", "O", "C", "C", "N", "C", "C", "O", "C", "H", "H", "H", "H", "H", "H", "H", "H", "H", "H", "H", "H", "H", "H", "H"], "xyz": [[-2.23376, -3.05893, 0.08626], [-0.73766, -3.36536, -0.06641], [-0.04004, -3.47997, -1.79083], [-1.33887, -4.28769, -2.84588], [0.12347, -1.44874, -2.76154], [0.63051, -0.25347, -1.67585], [-0.35853, 0.49150, -0.58153], [0.65498, 2.04352, 0.22248], [0.35892, 2.44932, 1.71338], [1.56598, 2.76391, -0.50504], [-1.94585, 1.20472, -1.30649], [-3.09865, 0.43330, -1.46217], [-4.25677, 1.01035, -1.96119], [-4.37472, 2.28861, -2.32318], [-3.26488, 3.01229, -2.19920], [-2.05656, 2.53412, -1.70879], [1.49117, -1.61579, -4.09620], [1.23251, -1.25664, -5.25902], [2.55673, -2.05781, -3.61395], [-2.78100, -3.11530, -0.84914], [-2.67724, -3.81122, 0.73863], [-2.43256, -2.09862, 0.55328], [-0.53562, -4.32690, 0.39982], [-0.11905, -2.65122, 0.46825], [-1.02685, -5.31384, -3.00814], [-2.32220, -4.32036, -2.38323], [-1.39521, -3.77122, -3.79848], [-1.15278, -1.06694, -3.43500], [-0.73924, -0.42917, 0.51536], [-0.65630, 2.84194, 1.78931], [0.37942, 1.54949, 2.32697], [1.07727, 3.15892, 2.11644], [2.07288, 2.20734, -1.10729], [-3.10083, -0.61275, -1.19814], [-5.13916, 0.39546, -2.07465], [-3.32677, 4.04671, -2.50836], [-1.21714, 3.21051, -1.63030], [1.33692, -8.41169, 6.15624], [0.54890, -8.73487, 5.02951], [-0.80312, -9.05377, 5.33130], [-1.74326, -8.00747, 4.77549], [-1.61453, -6.74970, 5.49837], [-2.33557, -5.63069, 4.89776], [-1.88592, -5.14481, 3.52476], [-0.60595, -4.54846, 3.51494], [0.48625, -5.43134, 3.33822], [2.36316, -8.29689, 5.81226], [1.01775, -7.47389, 6.62410], [1.30543, -9.21081, 6.90387], [-0.94655, -9.16862, 6.40979], [-1.02522, -10.01424, 4.85686], [-2.77196, -8.36761, 4.87194], [-1.52136, -7.89972, 3.70496], [-0.63424, -6.50661, 5.55789], [-2.25144, -4.78717, 5.58721], [-3.39751, -5.89185, 4.84510], [-2.57593, -4.35313, 3.21992], [-1.95598, -5.92722, 2.75879], [0.21717, -6.29040, 2.71826], [0.88307, -5.78413, 4.29561], [1.27806, -4.87629, 2.83573], [4.45703, 6.66916, -4.56744], [4.48204, 7.49534, -3.41903], [4.03249, 8.82388, -3.64143], [2.73548, 9.08592, -2.90770], [1.63550, 8.34700, -3.50987], [0.39261, 8.37785, -2.74571], [0.38007, 7.70934, -1.37502], [0.53252, 6.30851, -1.41891], [1.87243, 5.83235, -1.41837], [4.92161, 5.72316, -4.29735], [3.43522, 6.47135, -4.90723], [5.02537, 7.11720, -5.38857], [3.91869, 9.02614, -4.71050], [4.80087, 9.49805, -3.25011], [2.51021, 10.15608, -2.95448], [2.89362, 8.81853, -1.85353], [1.91583, 7.38207, -3.62837], [-0.37165, 7.88912, -3.35462], [0.08415, 9.42245, -2.62881], [-0.60640, 7.89074, -0.93761], [1.11197, 8.15366, -0.68837], [2.53438, 6.49800, -0.85653], [2.25438, 5.71821, -2.43794], [1.86778, 4.84717, -0.95157]]}

5.
{"formula": "C9H6N4", "method": "wB97M-V/def2-TZVPD", "smiles": "C=CCC(C#N)(C#N)C(=C=N)C#N", "charge": 0, "symbols": ["C", "C", "C", "C", "C", "C", "C", "C", "C", "N", "N", "N", "N", "H", "H", "H", "H", "H", "H"], "xyz": [[-0.13465, 0.16540, -2.28790], [1.51876, 1.06220, -0.80154], [-0.34224, -2.05026, -0.64835], [1.31885, -1.36894, 0.78431], [-0.83483, 1.20102, -0.11883], [-0.85880, 1.10630, 1.36717], [0.31026, 0.31109, -0.88600], [0.46146, -1.02876, -0.27713], [0.22950, 1.08900, 2.16287], [-0.75095, -0.05654, -3.22084], [2.50652, 1.63062, -0.77897], [-0.84468, -3.00541, -1.27209], [2.09241, -1.62809, 1.58445], [-1.81785, 0.77648, -0.57735], [-0.66024, 2.17260, -0.45527], [-1.85645, 0.71461, 1.75034], [-1.76643, -3.24903, -1.35930], [1.23283, 1.03734, 1.75494], [0.19653, 1.12038, 3.27950]]}

6.
{"formula": "C8H9NO3S", "method": "wB97M-V/def2-TZVPD", "smiles": "CC(=O)[C@](N)(C(=O)O)c1cccs1", "charge": 0, "symbols": ["C", "C", "C", "C", "C", "C", "C", "C", "N", "O", "O", "O", "S", "H", "H", "H", "H", "H", "H", "H", "H", "H"], "xyz": [[0.72851, 1.47718, 2.31964], [1.02899, 0.51799, 1.27342], [-0.42226, 2.16487, 2.10824], [0.16230, 0.62710, 0.29174], [-1.22189, -1.07309, -0.83791], [1.34261, -0.95610, -1.17333], [-1.10131, -1.84723, 0.47685], [0.00196, -0.22768, -0.91505], [-0.08691, 0.71484, -2.21796], [2.05348, -0.41611, -2.09324], [-2.07677, -1.03220, -1.67391], [1.66206, -1.92192, -0.54755], [-1.10181, 1.74262, 0.60310], [1.39197, 1.70898, 3.07900], [1.63118, -0.29528, 1.43829], [-0.82344, 2.92223, 2.67632], [-0.08845, -2.07681, 0.68817], [-1.61912, -2.76943, 0.36361], [-1.46120, -1.28597, 1.44306], [1.41064, 0.22224, -2.46485], [-0.64418, 1.60949, -1.96687], [-0.76635, 0.19425, -2.87079]]}

In the order shown, the computed E values come out to -3564.8198 -3159.6272 -578.8898 -2578.5226 -565.4228 -988.8781 hartree.